Entry 1:
An isolated molecule of C30H48O3. Source: the Open Molecules 2025 dataset; level of theory: wB97M-V/def2-TZVPD.

The geometry in XYZ format:
```
81
Properties=species:S:1:pos:R:3:forces:R:3
O -2.8070 0.1920 1.6254 0.1 -0.1 0.0
O -2.3887 1.6354 -0.0407 -0.1 0.3 -0.3
O 7.7665 -2.1483 0.6314 0.0 0.0 -0.1
C 4.7759 1.7869 0.7419 0.0 -0.1 0.0
C 2.8306 0.1814 0.2594 0.1 0.4 0.1
C -7.1807 -1.0387 0.3662 0.1 -0.1 0.3
C -5.4418 -2.3242 -1.0606 0.1 0.0 0.1
C -3.0481 1.2160 1.0373 -0.4 0.1 0.6
C 4.6396 0.3293 -2.0503 -0.1 -0.2 -0.2
C 0.4977 0.5711 1.2210 0.1 0.2 -0.1
C -3.3386 -3.4293 -0.1364 0.1 0.3 0.0
C 0.0570 1.1750 -0.1092 -0.3 -0.3 0.2
C -1.3302 0.9259 -2.1035 -0.1 0.1 0.1
C 4.3623 0.3248 0.4975 0.0 -0.2 0.3
C -6.3896 -2.3323 0.1474 -0.2 0.1 -0.3
C 0.8735 0.5032 -1.2232 0.1 0.5 0.0
C 6.2548 -0.7414 1.8466 0.0 -0.2 0.1
C 6.1919 -0.9546 -0.6405 -0.1 -0.1 -0.5
C 2.3711 0.7592 -1.0919 -0.2 -0.6 -0.1
C -5.1777 2.3342 0.2946 0.1 -0.1 -0.1
C 6.8263 -1.3822 0.6036 0.0 0.1 0.5
C -3.9696 -2.1499 -0.6817 -0.2 -0.3 -0.1
C 4.7516 -0.5367 1.7137 0.1 0.2 -0.1
C -1.3660 0.7949 -0.5681 0.5 -0.5 -0.2
C 2.0042 0.7611 1.4171 -0.1 -0.3 0.0
C 0.1565 0.9300 -2.5050 0.0 -0.2 0.0
C -6.3723 0.1578 0.8830 -0.1 0.0 -0.3
C 5.1160 -0.1627 -0.7200 0.2 -0.1 0.0
C -1.9050 -3.1861 0.3203 -0.2 -0.2 0.0
C 3.1429 0.0930 -2.2264 0.1 0.4 0.1
C -4.1460 2.1822 1.4191 0.0 0.0 -0.1
C 0.1672 2.7013 -0.0775 0.1 -0.2 0.0
C -5.7263 1.0000 -0.2169 -0.1 0.2 0.3
H 2.9421 -0.9808 -2.2256 -0.1 -0.1 0.0
H -3.6938 3.1547 1.6227 0.0 0.0 0.1
H -5.7404 -1.5266 -1.7433 -0.1 0.0 -0.1
H -3.4072 -1.8337 -1.5656 0.1 0.1 0.0
H -4.7108 2.8617 -0.5395 -0.1 0.1 0.0
H 5.1979 -0.1593 -2.8504 0.1 0.1 0.0
H -7.0468 0.8075 1.4480 0.0 0.0 0.1
H -0.0393 1.0310 2.0528 -0.1 0.0 0.0
H 4.8375 1.4034 -2.1155 0.0 0.1 0.0
H -0.4092 3.0848 0.7621 0.0 0.1 0.0
H -5.5415 -3.2648 -1.6083 0.0 0.0 -0.1
H 2.5606 1.8348 -1.1306 0.0 0.1 0.0
H -1.8843 -2.4105 1.0834 0.1 0.1 0.1
H -5.8240 -2.5529 1.0539 0.0 -0.1 0.1
H -1.8660 0.0995 -2.5682 -0.1 0.0 0.0
H 5.8560 1.8884 0.6633 0.1 0.1 0.0
H -1.4727 -4.0932 0.7369 0.1 0.0 0.0
H -3.3542 -4.2032 -0.9083 -0.1 0.0 0.0
H -7.6891 -0.7630 -0.5611 -0.1 0.0 0.0
H 2.2854 0.2683 2.3477 0.1 0.1 0.1
H -6.0007 2.9496 0.6654 0.0 0.0 0.0
H 4.3255 2.4507 0.0098 0.0 0.1 -0.1
H 4.4752 2.1099 1.7350 -0.1 0.1 0.1
H 1.1940 3.0307 0.0405 0.1 0.1 0.0
H 4.2794 -1.5175 1.6156 -0.1 0.0 0.0
H 6.4865 -1.3639 2.7126 0.1 0.0 -0.1
H -1.5841 -0.2339 -0.2621 0.1 0.1 0.0
H -4.6165 1.8152 2.3307 0.1 0.0 0.0
H -7.9565 -1.2605 1.1041 -0.1 0.0 -0.1
H 2.8212 0.4959 -3.1878 0.0 -0.1 -0.1
H -4.9182 0.4436 -0.6905 0.1 -0.1 -0.2
H -6.4735 1.2150 -0.9858 0.0 -0.1 -0.1
H 6.7625 0.2167 1.9853 0.1 0.0 0.0
H -7.1177 -3.1370 0.0192 0.0 0.0 0.1
H -1.8312 1.8493 -2.3915 -0.1 0.0 -0.1
H -3.8736 -1.3725 0.0760 0.1 0.1 0.0
H -1.2868 -2.8666 -0.5179 0.1 0.1 -0.1
H -5.6063 -0.2028 1.5703 0.0 0.0 0.2
H 2.6263 -0.8964 0.2186 0.0 -0.1 0.0
H 6.6838 -1.2940 -1.5428 0.0 0.0 -0.1
H 4.3781 -0.0756 2.6287 -0.1 0.0 0.0
H 0.4807 1.9238 -2.8133 0.0 0.1 -0.1
H -3.9254 -3.7937 0.7086 -0.1 -0.1 0.0
H 0.7212 -0.5783 -1.1145 0.0 -0.1 0.1
H 2.2174 1.8233 1.5275 0.1 0.1 0.1
H 0.2611 -0.4952 1.2291 -0.1 -0.1 0.0
H -0.2347 3.1407 -0.9849 0.0 0.2 -0.1
H 0.3478 0.2435 -3.3280 0.1 0.1 -0.1
```
Positions in Å, forces in eV/Å.

Output
Molecular weight = 456.71 g mol⁻¹
SMILES = CCCCCCCCCCC(=O)O[C@H]1CC[C@H]2[C@@H]3CCC4=CC(=O)CC[C@]4(C)[C@H]3CC[C@]12C
Energy above the lowest of the compared OMol25 structures with the same formula, charge and spin = 5.8 kJ/mol
Strongest force on any atom = 0.725 eV Å⁻¹

Listed below, in e, are the Mulliken charges computed for each atom: O -0.52; O -0.44; O -0.62; C -2.05; C 0.00; C -1.09; C -1.07; C 0.52; C -1.45; C -0.78; C -0.61; C 1.31; C -1.03; C 2.18; C -0.72; C -0.73; C -0.90; C -0.78; C 0.45; C -1.15; C 0.14; C 0.33; C -1.30; C 0.69; C -1.49; C -1.42; C -0.28; C 0.38; C -1.07; C -1.23; C -1.02; C -2.11; C 0.05; H 0.35; H 0.39; H 0.51; H 0.23; H 0.38; H 0.53; H 0.46; H 0.55; H 0.41; H 0.40; H 0.56; H 0.49; H 0.20; H 0.38; H 0.27; H 0.52; H 0.50; H 0.36; H 0.36; H 0.44; H 0.43; H 0.45; H 0.38; H 0.48; H 0.51; H 0.43; H -0.11; H 0.41; H 0.39; H 0.48; H -0.38; H 0.66; H 0.36; H 0.29; H 0.44; H -0.23; H 0.17; H 0.15; H 0.62; H 0.42; H 0.48; H 0.34; H 0.30; H 0.52; H 0.32; H 0.24; H 0.45; H 0.53

---

Entry 2:
C7H15F3IO3P as an isolated structure. Source: the Open Molecules 2025 dataset; level of theory: wB97M-V/def2-TZVPD.

The geometry in XYZ format:
```
30
Properties=species:S:1:pos:R:3:forces:R:3
I 2.5047 1.3301 -1.7312 -0.3 0.2 0.2
P 1.4725 1.0555 1.3430 -0.2 0.3 -1.3
F -4.7959 -2.2633 -0.9061 -0.1 0.1 0.0
F -4.8665 -0.0937 -0.9362 -0.1 0.0 -0.1
F -5.6585 -1.2289 -2.5955 0.1 0.1 0.0
O 0.9180 -0.1935 0.5631 0.7 0.0 1.0
O -2.1757 -1.7295 -1.6247 -0.4 -0.6 0.6
O -2.9725 -0.0350 -2.9816 -0.3 0.0 0.2
C 4.2218 1.6082 0.7862 0.0 -0.6 0.1
C -4.6394 -1.1716 -1.7148 0.3 -0.4 0.4
C 4.4145 0.3903 1.7188 0.7 0.6 -0.3
C -1.6273 -0.8899 -0.6558 0.2 -0.3 0.0
C -2.4304 -0.7998 0.6394 0.0 0.3 0.1
C 2.7548 1.8890 0.3308 0.6 0.1 0.8
C -3.2679 -1.1855 -2.4627 0.3 1.0 -0.9
H 4.8205 1.4499 -0.1084 -0.1 0.0 0.0
H -1.7963 -0.4228 1.4550 0.0 -0.1 0.0
H -1.4015 0.1086 -1.0560 -0.2 0.0 -0.1
H -3.4135 -2.0344 -3.1699 0.1 -0.1 0.0
H -2.8270 -1.7747 0.9217 0.1 0.0 0.0
H 5.4263 0.0151 1.5549 -0.1 -0.1 0.1
H 4.6591 2.4838 1.2687 -0.3 0.1 0.0
H -0.6662 -1.3460 -0.4065 -0.1 -0.2 -0.2
H 4.3953 0.7129 2.7610 -0.4 -0.3 0.0
H 3.7493 -0.4535 1.5126 -0.1 0.1 0.1
H 1.6108 -0.8660 0.4314 -0.4 -0.2 -0.3
H 2.5783 2.9601 0.4497 -0.3 -0.1 -0.3
H -3.2643 -0.1113 0.5443 0.0 0.0 0.0
H 0.3644 1.9063 1.4462 0.1 -0.2 0.1
H 1.9128 0.6894 2.6227 -0.1 0.2 -0.1
```
Positions in Å, forces in eV/Å.

Output
Molecular weight = 362.07 g mol⁻¹
Strongest force on any atom = 1.423 eV Å⁻¹
DFT total energy = -39182.1532 eV

Listed below, in e, are the Mulliken charges computed for each atom: I 0.26; P 0.32; F -0.29; F -0.27; F -0.29; O -0.31; O -0.40; O -0.87; C -0.29; C 0.69; C -1.15; C 0.18; C -1.01; C -0.76; C 0.10; H 0.36; H 0.32; H 0.19; H 0.19; H 0.26; H 0.36; H 0.30; H -0.04; H 0.35; H 0.25; H 0.37; H 0.56; H 0.27; H 0.17; H 0.20

---

Entry 3:
A 3-piece molecular cluster, C4H13NO2 overall. Source: the Open Molecules 2025 dataset; level of theory: wB97M-V/def2-TZVPD.

The geometry in XYZ format:
```
20
Properties=species:S:1:pos:R:3:forces:R:3
O -1.9071 -1.7044 1.9125 0.4 0.1 -0.2
O -1.9371 -1.4318 -1.0650 -0.3 0.0 0.1
N 0.0273 0.9307 1.0882 0.1 0.6 0.1
C -0.4878 2.2862 1.2963 -0.3 -0.6 -0.1
C 1.3632 -0.3967 -0.4059 0.1 -0.1 -1.2
C 1.8298 -0.6936 -1.8128 0.7 -0.6 0.1
C 0.5638 0.6345 -0.1689 0.0 0.3 1.2
H 2.5774 -1.4909 -1.7854 -0.1 0.0 0.0
H -1.9708 -2.0610 -1.7928 0.3 0.0 0.1
H -1.0226 2.5667 0.3904 0.0 0.2 0.0
H 0.2616 3.0392 1.5435 0.2 0.0 -0.1
H -1.0222 -1.3357 -0.7769 0.3 0.0 -0.4
H 0.3098 1.3866 -0.9038 -0.3 -0.4 -0.5
H -1.5313 -0.8152 1.9532 -0.1 0.0 0.1
H -1.2141 2.2469 2.1019 -0.1 0.1 0.1
H -1.7217 -1.9443 0.9919 -0.5 -0.1 0.2
H 1.8087 -0.9865 0.3853 -0.4 -0.1 0.2
H 1.0988 -1.0090 -2.5588 -0.4 0.0 0.3
H 2.3491 0.1446 -2.2374 0.2 0.6 -0.3
H 0.6250 0.6339 1.8444 0.0 -0.2 0.1
```
Positions in Å, forces in eV/Å.

Output
Molecular weight = 107.15 g mol⁻¹
SMILES = C/C=C/NC.O.O
Energy above the lowest of the compared OMol25 structures with the same formula, charge and spin = 107.3 kJ/mol
Strongest force on any atom = 1.260 eV Å⁻¹

Listed below, in e, are the Mulliken charges computed for each atom: O -0.67; O -0.66; N -0.10; C -0.98; C -0.27; C -1.09; C -0.14; H 0.35; H 0.31; H 0.37; H 0.30; H 0.33; H 0.18; H 0.32; H 0.29; H 0.34; H 0.30; H 0.25; H 0.31; H 0.26

---

> Which of these has the lowest strongest force on any atom?

C30H48O3

---

> What is the strongest force on any atom in the third record?

1.260 eV Å⁻¹

---

> Which of these has the lowest molecular weight?

C4H13NO2